Entry 1:
Density functional theory data (ωB97M-V with the def2-TZVPD basis set) for a single C34H39Cl4N3O2 molecule at a distorted geometry.

* LUMO energy: -0.68 eV
* energy: -94544.14249 eV
* HOMO: -6.22 eV
* multiplicity: 1
* maximum force: 2.8 eV/A
* energy relative to the best compared isomer or geometry (same formula, charge and spin): 0.000 eV

Each atom is followed by the atoms it is bonded to, with distances in Å.
Geometry (Å):
1 Cl -6.48 4.40 -2.81  C2 1.694
2 C -5.08 3.48 -2.57  Cl1 1.694, C3 1.363, C11 1.490
3 C -5.12 2.12 -2.51  C2 1.363, Cl4 1.713, C5 1.469
4 Cl -6.57 1.23 -2.77  C3 1.713
5 C -3.94 1.32 -2.13  C3 1.469, O6 1.229, C7 1.554
6 O -4.07 0.11 -2.02  C5 1.229
7 C -2.56 1.99 -1.90  C5 1.554, Cl8 1.839, C9 1.501, C43 1.534
8 Cl -1.52 1.33 -3.27  C7 1.839
9 C -2.63 3.47 -2.13  C7 1.501, Cl10 1.692, C11 1.440
10 Cl -1.20 4.38 -2.17  C9 1.692
11 C -3.83 4.24 -2.34  C2 1.490, C9 1.440, O12 1.238
12 O -3.83 5.48 -2.29  C11 1.238
13 C -1.81 1.38 3.63  C14 1.528, H44 1.097, H45 1.099, H46 1.099
14 C -0.43 0.92 3.17  C13 1.528, C15 1.534, C16 1.536, H47 1.098
15 C 0.41 0.35 4.33  C14 1.534, H48 1.099, H49 1.100, H50 1.099
16 C 0.35 2.01 2.43  C14 1.536, C17 1.393, C24 1.404
17 C 0.85 3.11 3.12  C16 1.393, C18 1.394, H51 1.093
18 C 1.72 4.00 2.49  C17 1.394, C19 1.398, H52 1.088
19 C 2.17 3.75 1.19  C18 1.398, C20 1.393, H53 1.090
20 C 1.72 2.63 0.49  C19 1.393, C21 1.531, C24 1.403
21 C 2.33 2.20 -0.85  C20 1.531, C22 1.529, C23 1.517, H54 1.102
22 C 3.79 2.61 -1.02  C21 1.529, H55 1.094, H56 1.097, H57 1.097
23 C 1.52 2.71 -2.03  C21 1.517, H58 1.095, H59 1.099, H60 1.100
24 C 0.68 1.89 1.07  C16 1.404, C20 1.403, N25 1.450
25 N 0.18 0.75 0.33  C24 1.450, N26 1.345, C42 1.396
26 N 0.95 -0.35 0.36  N25 1.345, N27 1.342
27 N 0.16 -1.32 -0.14  N26 1.342, C28 1.447, C40 1.386
28 C 0.69 -2.66 -0.24  N27 1.447, C29 1.402, C36 1.399
29 C 0.34 -3.61 0.73  C28 1.402, C30 1.530, C33 1.393
30 C -0.48 -3.21 1.96  C29 1.530, C31 1.530, C32 1.524, H61 1.099
31 C 0.28 -3.57 3.24  C30 1.530, H62 1.097, H63 1.096, H64 1.098
32 C -1.87 -3.84 1.96  C30 1.524, H65 1.096, H66 1.098, H67 1.097
33 C 0.79 -4.92 0.57  C29 1.393, C34 1.389, H68 1.092
34 C 1.63 -5.25 -0.48  C33 1.389, C35 1.393, H69 1.088
35 C 2.05 -4.27 -1.38  C34 1.393, C36 1.394, H70 1.089
36 C 1.62 -2.95 -1.25  C28 1.399, C35 1.394, C37 1.532
37 C 2.15 -1.86 -2.19  C36 1.532, C38 1.525, C39 1.531, H71 1.098
38 C 1.49 -1.90 -3.56  C37 1.525, H72 1.098, H73 1.098, H74 1.099
39 C 3.67 -1.88 -2.29  C37 1.531, H75 1.097, H76 1.097, H77 1.096
40 C -1.03 -0.81 -0.62  N27 1.386, C41 1.455, C42 1.362
41 C -1.90 -1.68 -1.39  C40 1.455, H78 1.100, H79 1.100, H80 1.099
42 C -1.04 0.52 -0.31  N25 1.396, C40 1.362, C43 1.486
43 C -1.96 1.66 -0.53  C7 1.534, C42 1.486, H81 1.111, H82 1.103
44 H -2.40 1.71 2.76  C13 1.097
45 H -2.35 0.56 4.12  C13 1.099
46 H -1.74 2.23 4.33  C13 1.099
47 H -0.58 0.10 2.45  C14 1.098
48 H 1.38 0.00 3.94  C15 1.099
49 H 0.60 1.12 5.09  C15 1.100
50 H -0.10 -0.50 4.80  C15 1.099
51 H 0.57 3.25 4.17  C17 1.093
52 H 2.10 4.86 3.03  C18 1.088
53 H 2.89 4.41 0.71  C19 1.090
54 H 2.28 1.10 -0.86  C21 1.102
55 H 4.41 2.20 -0.21  C22 1.094
56 H 4.18 2.21 -1.97  C22 1.097
57 H 3.89 3.70 -1.04  C22 1.097
58 H 0.49 2.34 -2.00  C23 1.095
59 H 1.49 3.81 -2.02  C23 1.099
60 H 1.96 2.39 -2.99  C23 1.100
61 H -0.59 -2.12 1.92  C30 1.099
62 H 1.28 -3.12 3.23  C31 1.097
63 H -0.25 -3.20 4.13  C31 1.096
64 H 0.40 -4.66 3.33  C31 1.098
65 H -2.43 -3.54 1.07  C32 1.096
66 H -1.79 -4.94 1.97  C32 1.098
67 H -2.42 -3.52 2.85  C32 1.097
68 H 0.48 -5.67 1.30  C33 1.092
69 H 1.96 -6.28 -0.61  C34 1.088
70 H 2.72 -4.52 -2.19  C35 1.089
71 H 1.88 -0.91 -1.71  C37 1.098
72 H 0.40 -1.78 -3.48  C38 1.098
73 H 1.87 -1.09 -4.19  C38 1.098
74 H 1.69 -2.86 -4.06  C38 1.099
75 H 4.12 -1.81 -1.29  C39 1.097
76 H 4.03 -2.81 -2.76  C39 1.097
77 H 4.03 -1.03 -2.88  C39 1.096
78 H -2.74 -1.09 -1.79  C41 1.100
79 H -1.36 -2.14 -2.23  C41 1.100
80 H -2.31 -2.50 -0.78  C41 1.099
81 H -2.80 1.59 0.20  C43 1.111
82 H -1.39 2.55 -0.21  C43 1.103

Entry 2:
Density functional theory data (ωB97M-V with the def2-TZVPD basis set) for 12 unconnected molecules or ions with the total composition C68H59Br2N11O22 at a distorted geometry.

* LUMO energy: -1.47 eV
* energy: -272957.32790 eV
* SMILES: O=[N+]([O-])c1ccccc1.O=[N+]([O-])c1ccccc1.O=[N+]([O-])c1ccccc1.O=[N+]([O-])c1ccccc1.O=[N+]([O-])c1ccccc1.O=[N+]([O-])c1ccccc1.O=[N+]([O-])c1ccccc1.O=[N+]([O-])c1ccccc1.O=[N+]([O-])c1ccccc1.O=[N+]([O-])c1ccccc1.O=[N+]([O-])c1ccccc1.BrCCBr
* HOMO: -9.58 eV
* multiplicity: 1
* maximum force: 5.8 eV/A
* energy relative to the best compared isomer or geometry (same formula, charge and spin): 3.987 eV

Each atom is followed by the atoms it is bonded to, with distances in Å.
Geometry (Å):
1 Br 1.00 -7.49 -2.55  C2 1.980
2 C 2.42 -6.85 -1.33  Br1 1.980, C3 1.508, H5 1.090, H6 1.090
3 C 2.88 -5.44 -1.65  C2 1.508, Br4 2.002, H7 1.090, H8 1.090
4 Br 4.44 -5.23 -0.41  C3 2.002
5 H 3.24 -7.56 -1.32  C2 1.090
6 H 1.98 -6.94 -0.34  C2 1.090
7 H 2.13 -4.67 -1.48  C3 1.090
8 H 3.32 -5.39 -2.64  C3 1.090
9 C 2.12 -2.91 -6.38  C10 1.390, C14 1.390, H18 1.080
10 C 2.57 -2.58 -7.66  C9 1.390, C11 1.413, H19 1.080
11 C 3.80 -1.90 -7.73  C10 1.413, C12 1.407, H20 1.080
12 C 4.25 -1.18 -6.61  C11 1.407, C13 1.389, N15 1.465
13 C 3.69 -1.44 -5.37  C12 1.389, C14 1.366, H21 1.080
14 C 2.71 -2.39 -5.24  C9 1.390, C13 1.366, H22 1.080
15 N 5.25 -0.11 -6.73  C12 1.465, O16 1.228, O17 1.246
16 O 5.03 0.91 -7.38  N15 1.228
17 O 6.33 -0.41 -6.18  N15 1.246
18 H 1.36 -3.68 -6.43  C9 1.080
19 H 2.09 -2.95 -8.55  C10 1.080
20 H 4.23 -1.66 -8.69  C11 1.080
21 H 4.19 -0.96 -4.54  C13 1.080
22 H 2.23 -2.67 -4.31  C14 1.080
23 C 2.86 -3.71 2.31  C24 1.409, C28 1.423, H32 1.080
24 C 1.51 -3.89 1.96  C23 1.409, C25 1.407, H33 1.080
25 C 0.54 -3.80 2.98  C24 1.407, C26 1.435, H34 1.080
26 C 0.97 -3.61 4.33  C25 1.435, C27 1.312, N29 1.512
27 C 2.22 -3.48 4.71  C26 1.312, C28 1.386, H35 1.080
28 C 3.16 -3.67 3.71  C23 1.423, C27 1.386, H36 1.080
29 N -0.15 -3.60 5.35  C26 1.512, O30 1.229, O31 1.211
30 O -1.10 -4.35 5.10  N29 1.229
31 O -0.07 -2.98 6.39  N29 1.211
32 H 3.68 -3.59 1.62  C23 1.080
33 H 1.20 -3.88 0.92  C24 1.080
34 H -0.48 -3.91 2.65  C25 1.080
35 H 2.37 -3.44 5.78  C27 1.080
36 H 4.10 -3.65 4.23  C28 1.080
37 C 1.59 5.68 -2.36  C38 1.416, C42 1.456, H46 1.080
38 C 0.66 5.14 -1.44  C37 1.416, C39 1.375, H47 1.080
39 C -0.55 4.62 -1.84  C38 1.375, C40 1.422, H48 1.080
40 C -0.98 4.70 -3.19  C39 1.422, C41 1.409, N43 1.431
41 C -0.11 5.31 -4.11  C40 1.409, C42 1.384, H49 1.080
42 C 1.14 5.79 -3.74  C37 1.456, C41 1.384, H50 1.080
43 N -2.32 4.35 -3.54  C40 1.431, O44 1.175, O45 1.241
44 O -2.73 4.70 -4.59  N43 1.175
45 O -3.05 3.83 -2.68  N43 1.241
46 H 2.52 6.07 -2.00  C37 1.080
47 H 0.94 5.22 -0.40  C38 1.080
48 H -1.21 4.37 -1.02  C39 1.080
49 H -0.36 5.39 -5.16  C41 1.080
50 H 1.93 6.08 -4.42  C42 1.080
51 C -0.04 1.67 0.95  C52 1.370, C56 1.393, H60 1.080
52 C 0.70 0.55 1.23  C51 1.370, C53 1.361, H61 1.080
53 C 0.72 -0.51 0.38  C52 1.361, C54 1.418, H62 1.080
54 C -0.19 -0.58 -0.71  C53 1.418, C55 1.407, N57 1.511
55 C -1.05 0.52 -0.90  C54 1.407, C56 1.400, H63 1.080
56 C -1.04 1.62 -0.02  C51 1.393, C55 1.400, H64 1.080
57 N -0.16 -1.75 -1.66  C54 1.511, O58 1.284, O59 1.244
58 O 0.86 -2.54 -1.65  N57 1.284
59 O -1.16 -1.95 -2.37  N57 1.244
60 H 0.11 2.53 1.59  C51 1.080
61 H 1.44 0.58 2.01  C52 1.080
62 H 1.40 -1.32 0.59  C53 1.080
63 H -1.85 0.54 -1.62  C55 1.080
64 H -1.75 2.43 -0.06  C56 1.080
65 C -0.50 6.57 3.82  C66 1.405, C70 1.407, H74 1.080
66 C -1.70 7.22 4.14  C65 1.405, C67 1.449, H75 1.080
67 C -2.97 6.69 3.68  C66 1.449, C68 1.396, H76 1.080
68 C -2.99 5.56 2.85  C67 1.396, C69 1.420, N71 1.481
69 C -1.77 5.00 2.40  C68 1.420, C70 1.418, H77 1.080
70 C -0.54 5.50 2.90  C65 1.407, C69 1.418, H78 1.080
71 N -4.31 5.09 2.37  C68 1.481, O72 1.211, O73 1.279
72 O -4.30 4.54 1.29  N71 1.211
73 O -5.35 5.19 3.10  N71 1.279
74 H 0.44 6.83 4.29  C65 1.080
75 H -1.68 8.09 4.78  C66 1.080
76 H -3.89 7.13 4.04  C67 1.080
77 H -1.62 4.23 1.65  C69 1.080
78 H 0.38 5.02 2.61  C70 1.080
79 C -3.05 2.96 8.29  C80 1.379, C84 1.376, H88 1.080
80 C -2.56 3.83 7.34  C79 1.379, C81 1.355, H89 1.080
81 C -1.99 3.37 6.20  C80 1.355, C82 1.406, H90 1.080
82 C -1.71 2.00 6.08  C81 1.406, C83 1.382, N85 1.503
83 C -2.05 1.07 7.05  C82 1.382, C84 1.420, H91 1.080
84 C -2.72 1.63 8.17  C79 1.376, C83 1.420, H92 1.080
85 N -0.93 1.56 4.87  C82 1.503, O86 1.276, O87 1.227
86 O -0.74 0.31 4.73  N85 1.276
87 O -0.54 2.39 4.06  N85 1.227
88 H -3.53 3.14 9.24  C79 1.080
89 H -2.78 4.85 7.59  C80 1.080
90 H -1.70 4.07 5.43  C81 1.080
91 H -1.88 0.01 6.93  C83 1.080
92 H -3.04 1.02 9.00  C84 1.080
93 C -2.50 -1.33 2.11  C94 1.376, C98 1.375, H102 1.080
94 C -3.02 -1.67 3.34  C93 1.376, C95 1.481, H103 1.080
95 C -4.07 -2.70 3.51  C94 1.481, C96 1.430, H104 1.080
96 C -4.35 -3.57 2.41  C95 1.430, C97 1.371, N99 1.522
97 C -3.77 -3.20 1.23  C96 1.371, C98 1.386, H105 1.080
98 C -2.90 -2.13 1.06  C93 1.375, C97 1.386, H106 1.080
99 N -5.01 -4.94 2.48  C96 1.522, O100 1.220, O101 1.211
100 O -5.44 -5.38 1.43  N99 1.220
101 O -5.19 -5.50 3.54  N99 1.211
102 H -1.78 -0.55 1.92  C93 1.080
103 H -2.76 -1.10 4.22  C94 1.080
104 H -4.71 -2.85 4.37  C95 1.080
105 H -3.77 -3.91 0.42  C97 1.080
106 H -2.60 -2.01 0.03  C98 1.080
107 C -3.48 -0.72 -5.14  C108 1.427, C112 1.428, H116 1.080
108 C -4.47 -0.95 -6.14  C107 1.427, C109 1.395, H117 1.080
109 C -4.73 0.06 -7.06  C108 1.395, C110 1.411, H118 1.080
110 C -4.03 1.29 -7.03  C109 1.411, C111 1.380, N113 1.408
111 C -3.23 1.58 -5.94  C110 1.380, C112 1.396, H119 1.080
112 C -2.90 0.59 -5.02  C107 1.428, C111 1.396, H120 1.080
113 N -4.15 2.15 -8.13  C110 1.408, O114 1.237, O115 1.234
114 O -3.26 2.99 -8.28  N113 1.237
115 O -5.20 2.18 -8.78  N113 1.234
116 H -3.19 -1.48 -4.43  C107 1.080
117 H -4.98 -1.90 -6.11  C108 1.080
118 H -5.50 0.07 -7.81  C109 1.080
119 H -2.83 2.55 -5.67  C111 1.080
120 H -2.13 0.76 -4.28  C112 1.080
121 C 4.43 2.58 3.65  C122 1.464, C126 1.396, H130 1.080
122 C 2.97 2.72 3.72  C121 1.464, C123 1.404, H131 1.080
123 C 2.46 3.57 4.71  C122 1.404, C124 1.377, H132 1.080
124 C 3.19 4.02 5.78  C123 1.377, C125 1.321, N127 1.465
125 C 4.51 3.91 5.76  C124 1.321, C126 1.417, H133 1.080
126 C 5.11 3.16 4.72  C121 1.396, C125 1.417, H134 1.080
127 N 2.59 4.91 6.78  C124 1.465, O128 1.223, O129 1.175
128 O 1.37 4.80 6.88  N127 1.223
129 O 3.29 5.54 7.47  N127 1.175
130 H 5.01 1.90 3.04  C121 1.080
131 H 2.32 2.26 2.99  C122 1.080
132 H 1.39 3.64 4.89  C123 1.080
133 H 5.15 4.40 6.48  C125 1.080
134 H 6.19 3.19 4.67  C126 1.080
135 C 8.25 0.37 -2.17  C136 1.427, C140 1.353, H144 1.080
136 C 7.52 -0.46 -3.07  C135 1.427, C137 1.384, H145 1.080
137 C 6.41 -1.16 -2.62  C136 1.384, C138 1.413, H146 1.080
138 C 5.84 -0.88 -1.36  C137 1.413, C139 1.360, N141 1.511
139 C 6.52 -0.02 -0.56  C138 1.360, C140 1.429, H147 1.080
140 C 7.76 0.61 -0.93  C135 1.353, C139 1.429, H148 1.080
141 N 4.50 -1.44 -0.94  C138 1.511, O142 1.229, O143 1.250
142 O 3.80 -2.10 -1.71  N141 1.229
143 O 4.25 -1.40 0.28  N141 1.250
144 H 9.01 1.05 -2.53  C135 1.080
145 H 7.92 -0.84 -4.00  C136 1.080
146 H 6.00 -1.92 -3.27  C137 1.080
147 H 6.09 0.13 0.42  C139 1.080
148 H 8.31 1.15 -0.19  C140 1.080
149 C -2.83 -5.91 -3.06  C150 1.477, C154 1.299, H158 1.080
150 C -3.88 -6.92 -2.82  C149 1.477, C151 1.373, H159 1.080
151 C -5.03 -6.45 -2.24  C150 1.373, C152 1.423, H160 1.080
152 C -5.29 -5.06 -2.33  C151 1.423, C153 1.362, N155 1.511
153 C -4.33 -4.19 -2.73  C152 1.362, C154 1.346, H161 1.080
154 C -3.11 -4.64 -3.09  C149 1.299, C153 1.346, H162 1.080
155 N -6.66 -4.58 -1.87  C152 1.511, O156 1.236, O157 1.274
156 O -7.58 -5.40 -1.80  N155 1.236
157 O -6.99 -3.36 -1.93  N155 1.274
158 H -1.80 -6.18 -3.21  C149 1.080
159 H -3.58 -7.96 -2.77  C150 1.080
160 H -5.79 -7.16 -1.95  C151 1.080
161 H -4.48 -3.12 -2.65  C153 1.080
162 H -2.38 -3.89 -3.38  C154 1.080